Entry 1:
C33H44CrGeN4O3Se as an isolated structure in a non-equilibrium geometry, computed with the ωB97M-V functional and the def2-TZVPD basis.

CARTESIAN COORDINATES (ANGSTROEM)
Cr1 -0.38854 -0.26018 0.51728
C1 2.30259 -1.44904 -0.34455
N1 1.41362 -0.27807 -0.31335
C2 1.96054 0.89680 -0.46624
C3 1.16657 2.01495 -0.14859
C4 1.33741 3.40516 -0.18594
C5 0.17282 3.94401 0.35898
C6 -0.64696 2.86086 0.70843
N2 -0.05038 1.70489 0.40902
C7 3.27918 -1.44346 -1.49508
C8 4.64962 -1.53805 -1.28663
C9 5.53042 -1.52089 -2.36118
C10 5.04755 -1.40408 -3.65497
C11 3.67887 -1.30472 -3.87098
C12 2.80130 -1.32409 -2.79968
H1 1.66945 -2.33075 -0.41193
H2 2.82971 -1.49957 0.61286
H3 2.99727 0.99823 -0.77815
H4 2.20393 3.93135 -0.55636
H5 -0.05234 4.99085 0.49151
H6 -1.62980 2.88386 1.15722
H7 5.02702 -1.62533 -0.27428
H8 6.59679 -1.59252 -2.18415
H9 5.73555 -1.38250 -4.49109
H10 3.29464 -1.20970 -4.87943
H11 1.73261 -1.24037 -2.96031
C13 -1.96659 -2.04897 4.71385
C14 -2.40481 -0.58898 4.82199
C15 -1.29032 0.39296 4.40879
C16 -1.81531 1.84244 4.45673
C17 -0.71205 2.88248 4.25293
C18 -0.14832 0.28700 5.40601
O1 -0.30106 0.50898 6.59178
N3 1.06730 -0.05369 4.89220
C19 1.38969 -0.32263 3.54071
O2 2.53773 -0.61809 3.27615
N4 0.37827 -0.25414 2.64646
C20 -0.86528 0.05743 2.99563
O3 -1.71034 0.05893 2.07217
H12 -2.78109 -2.71573 4.99836
H13 -1.11346 -2.25720 5.36368
H14 -1.68568 -2.28293 3.68367
H15 -2.69262 -0.34193 5.84497
H16 -3.26172 -0.42377 4.16595
H17 -2.28152 1.99536 5.43129
H18 -2.58151 1.94267 3.68627
H19 -0.08310 2.95710 5.14198
H20 -1.13890 3.86669 4.05802
H21 -0.07947 2.62595 3.40214
H22 1.84403 -0.12139 5.53216
C21 -4.78080 -0.06756 -2.11616
Ge1 -3.62335 0.02366 -0.49008
C22 -4.15213 1.68535 0.45647
C23 -4.30468 -1.43736 0.65455
C24 -1.73722 -0.00015 -1.06071
H23 -5.83165 0.02589 -1.83194
H24 -4.64826 -1.03164 -2.61123
H25 -4.54865 0.71974 -2.83578
H26 -5.23683 1.70331 0.58032
H27 -3.84814 2.58650 -0.07961
H28 -3.69138 1.69574 1.44420
H29 -5.36082 -1.26917 0.88398
H30 -3.74196 -1.47359 1.58552
H31 -4.19494 -2.40224 0.16211
H32 -1.56994 0.96232 -1.55639
H33 -1.64515 -0.77641 -1.82554
C25 0.83723 -8.58682 -0.45120
C26 0.48505 -7.14396 -0.19496
C27 0.05111 -6.72217 1.05544
C28 -0.30536 -5.40285 1.30608
C29 -0.76347 -5.01682 2.68500
C30 -0.23480 -4.45801 0.26597
Se1 -0.91523 -2.67135 0.62574
C31 0.19935 -4.86717 -1.00021
C32 0.28498 -3.92375 -2.17136
C33 0.55778 -6.19718 -1.20358
H34 0.73896 -9.17526 0.46112
H35 1.86229 -8.68925 -0.81410
H36 0.17630 -9.01736 -1.20684
H37 -0.01411 -7.44494 1.86320
H38 -0.73377 -5.87432 3.35929
H39 -1.77845 -4.61776 2.64356
H40 -0.12790 -4.22265 3.07939
H41 -0.33530 -3.04349 -2.00049
H42 -0.05120 -4.42134 -3.08294
H43 1.31635 -3.59941 -2.33216
H44 0.89773 -6.49592 -2.19204

The value obtained for the energy above the lowest of the compared OMol25 structures with the same formula, charge and spin is 40.4 kJ/mol. The total charge is -1. The highest occupied orbital energy (spin up / spin down) is -4.38 / -4.41 eV. The HOMO-LUMO gap (spin up / spin down) is 6.96 / 7.00 eV. As for the multiplicity: 2. The LUMO energy (spin up / spin down) is 2.587 / 2.588 eV.

Entry 2:
C33H44CsF5N8O5S as an isolated structure, computed with the ωB97M-V functional and the def2-TZVPD basis.

CARTESIAN COORDINATES (ANGSTROEM)
Cs1 -1.27134 -1.21556 1.50709
C1 6.07562 -0.37260 -1.93048
C2 5.24338 0.78873 -1.38729
C3 5.45176 2.00493 -2.29975
C4 5.73620 1.11995 0.02796
C5 3.75631 0.45122 -1.33124
C6 3.23653 -0.77806 -1.71221
C7 1.86865 -1.00751 -1.60347
N1 1.01134 -0.10539 -1.14451
C8 1.49659 1.08499 -0.78775
C9 2.84629 1.39768 -0.86632
C10 0.49515 2.07399 -0.29429
C11 0.54466 3.40406 -0.68068
C12 -0.44948 4.28682 -0.25698
C13 -1.44692 3.76197 0.54970
C14 -1.42220 2.41164 0.88728
N2 -0.46763 1.58374 0.48547
C15 -0.42791 5.73925 -0.72446
C16 -1.57245 6.55303 -0.12110
C17 -0.56345 5.77021 -2.25319
C18 0.90068 6.38855 -0.31489
H1 7.12867 -0.08416 -1.95672
H2 5.77472 -0.64174 -2.94469
H3 5.98553 -1.25753 -1.29836
H4 6.51290 2.26272 -2.34696
H5 4.90848 2.87658 -1.93321
H6 5.10292 1.79200 -3.31214
H7 6.80215 1.36103 0.00760
H8 5.58488 0.27133 0.69695
H9 5.20297 1.97327 0.44767
H10 3.86774 -1.57101 -2.08753
H11 1.43233 -1.95343 -1.91372
H12 3.17830 2.37301 -0.53227
H13 1.33450 3.73130 -1.34606
H14 -2.27151 4.36454 0.90151
H15 -2.22142 1.96822 1.47729
H16 -2.54482 6.15828 -0.41828
H17 -1.50811 7.58550 -0.47166
H18 -1.52453 6.56252 0.96931
H19 -1.49967 5.30413 -2.56441
H20 0.25522 5.23596 -2.73732
H21 -0.55562 6.80317 -2.61084
H22 1.02006 6.37029 0.77012
H23 0.92807 7.42927 -0.64790
H24 1.75321 5.87064 -0.75627
C19 2.79156 -4.48776 0.47912
N3 1.78099 -5.10728 1.31272
C20 2.25781 -5.75035 2.52411
C21 0.51563 -4.54554 1.25209
N4 0.06185 -3.86894 0.27103
N5 -0.25444 -4.76484 2.40068
C22 -1.63671 -4.48221 2.43410
N6 -1.98527 -3.76996 3.56574
N7 -2.41325 -4.92734 1.52928
H25 3.75885 -4.92592 0.72017
H26 2.84270 -3.40554 0.64649
H27 2.60150 -4.66654 -0.58188
H28 3.09647 -6.39877 2.26604
H29 1.47019 -6.36951 2.94651
H30 2.58707 -5.03216 3.28249
H31 0.67220 -3.87133 -0.53796
H32 0.22183 -4.47169 3.24580
H33 -1.24870 -3.14645 3.91960
H34 -2.90347 -3.34845 3.51922
H35 -3.35314 -4.56487 1.68120
O1 -8.68404 1.41568 -0.60638
C23 -7.84891 1.84222 -1.42583
O2 -8.00888 2.57138 -2.42806
C24 -6.38056 1.43434 -1.14720
C25 -5.35773 1.86022 -1.99064
C26 -4.05856 1.47938 -1.71364
N8 -3.70974 0.73152 -0.66336
C27 -4.68973 0.32777 0.15148
C28 -6.02848 0.64510 -0.06210
C29 -4.19044 -0.46561 1.34999
O3 -3.56269 0.20594 2.20811
O4 -4.32223 -1.71138 1.33256
H36 -5.60921 2.47666 -2.84331
H37 -3.23998 1.78918 -2.36147
H38 -6.80319 0.29510 0.60696
C30 -2.73871 -3.57405 -1.49294
S1 -1.48894 -2.37414 -1.92612
C31 -2.45081 -1.45132 -3.12410
O5 -0.42332 -3.07733 -2.72465
H39 -3.54026 -3.04193 -0.97175
H40 -2.27041 -4.27573 -0.80086
H41 -3.10062 -4.07023 -2.39437
H42 -3.32087 -1.02651 -2.62574
H43 -2.73325 -2.12236 -3.93583
H44 -1.81335 -0.64963 -3.49354
F1 0.98608 -0.84926 4.33352
C32 0.79786 -2.24263 4.21275
F2 1.78830 -2.60616 3.23601
C33 1.41808 -2.78158 5.49073
F3 0.69012 -2.43475 6.56957
F4 2.69440 -2.40065 5.76524
F5 1.44764 -4.14125 5.45744

The value obtained for the energy above the lowest of the compared OMol25 structures with the same formula, charge and spin is 34.0 kJ/mol. The total charge is -2. The highest occupied orbital energy is -3.12 eV. The HOMO-LUMO gap is 6.29 eV. The LUMO energy is 3.170 eV.